13 unconnected molecules or ions with the total composition C21H54O13 in a non-equilibrium geometry, computed with ωB97M-V/def2-TZVPD.

Summary:
**Strongest force on any atom**: 0.056 Eh/bohr
**Frontier orbital gap**: 0.3580 hartree
**LUMO level**: 0.0207 hartree
**Multiplicity**: 1

```
88
Properties=species:S:1:pos:R:3:lowdin_charge:R:1
H -4.494 -1.754 -0.133 0.07
H -4.786 -1.045 3.389 0.07
C -4.282 2.561 -5.297 -0.01
H 0.444 0.916 -1.206 0.07
O -3.389 1.569 3.125 -0.07
H 3.342 -2.517 -2.568 0.08
C 3.635 -1.486 -2.706 -0.01
C -1.057 -4.202 0.616 -0.03
O 6.375 -1.154 1.652 -0.08
O -4.273 2.679 -2.923 0.04
C -5.418 -0.600 1.366 -0.47
C 0.723 0.388 -0.298 -0.01
O 5.351 2.195 -0.239 -0.07
H 1.135 2.445 1.563 0.06
C -5.466 -1.465 0.152 -0.01
H -1.614 5.364 -0.765 0.08
H -3.098 5.002 -1.595 0.11
C -2.422 2.167 -0.203 -0.02
C -2.797 0.993 -3.756 0.00
H 2.870 -0.164 4.761 0.08
O 1.567 -3.730 -4.777 -0.11
H -0.183 -3.817 0.066 0.09
H -6.059 -2.395 0.298 0.10
H 6.973 1.911 0.880 0.01
H 6.861 -1.881 1.245 0.03
O 1.272 -1.483 2.784 0.07
H -4.137 1.141 2.611 0.02
H 4.622 1.821 0.296 0.02
H 1.043 -0.593 -0.586 0.07
H 1.882 1.495 -3.548 0.11
H 1.317 -2.831 -4.396 0.02
H 0.143 0.249 2.514 0.02
H -5.331 -2.419 2.500 0.09
H 2.615 0.691 3.396 0.07
H 2.484 -3.677 3.318 0.08
O 7.752 1.391 1.120 -0.05
O -2.054 -2.466 1.815 0.06
C -5.554 -1.340 2.698 -0.01
C 2.793 0.893 -3.257 -0.01
H -1.795 1.373 -3.750 0.07
H -2.423 2.454 0.880 0.08
H -5.126 3.191 -5.141 0.07
C -3.862 2.099 -3.923 -0.43
H 3.173 -2.814 4.727 0.09
H -1.403 -5.074 3.385 0.10
H 3.973 -1.203 -1.689 0.09
H -1.978 1.180 -0.324 0.06
H -2.836 0.267 -4.515 0.05
O 1.433 -1.042 -3.494 0.02
H -1.365 -3.451 4.072 0.10
H 1.533 -3.507 -5.730 0.04
C 1.973 1.078 0.224 -0.45
O -0.967 3.132 -1.797 0.05
C 2.547 -0.598 -3.219 -0.48
H -5.916 -0.869 -0.640 0.09
H -0.717 -5.227 0.841 0.08
H 3.250 1.184 -2.329 0.06
H 6.968 -0.366 1.654 0.01
H 2.618 3.094 0.908 0.08
H 4.141 -2.930 3.319 0.08
H -4.507 1.743 -5.951 0.07
H -1.184 1.016 2.797 0.00
C 1.728 2.525 0.664 0.00
H 0.076 -4.146 3.335 0.05
H 4.161 -0.288 3.568 0.10
H 1.146 3.019 -0.126 0.08
O -5.360 0.606 1.301 0.05
H 3.547 1.031 -4.056 0.09
C -0.980 -4.042 3.192 -0.03
H -3.447 3.051 -5.732 0.08
O 3.062 0.516 0.255 0.02
C 3.088 -2.790 3.613 -0.01
C 3.058 -0.230 3.709 -0.01
H -2.937 0.559 -2.741 0.09
H -3.456 2.093 -0.597 0.08
H 5.927 1.468 -0.519 0.04
H -3.036 4.774 0.194 0.09
H 8.436 2.054 1.187 0.05
H -6.507 -1.141 3.184 0.09
C -1.464 -3.508 1.863 -0.52
C -2.445 4.662 -0.736 -0.02
O -0.347 1.074 2.371 -0.06
H 4.411 -1.447 -3.494 0.10
H -0.183 0.379 0.396 0.08
H -3.458 2.469 2.863 0.01
C -1.847 3.339 -1.007 -0.53
H -1.848 -4.131 -0.175 0.10
C 2.366 -1.479 3.271 -0.48
```

***

4 unconnected molecules or ions with the total composition C21H55ClN4O10P, computed with ωB97M-V/def2-TZVPD.

Summary:
**Charge**: +1
**Strongest force on any atom**: 0.015 Eh/bohr
**Frontier orbital gap**: 0.2522 hartree
**LUMO level**: -0.1215 hartree
**Multiplicity**: 1

```
92
Properties=species:S:1:pos:R:3:lowdin_charge:R:1
H 0.382 4.212 -1.465 0.13
H 2.359 -2.460 0.459 0.08
H -1.957 4.639 3.185 0.12
H 1.286 -1.803 -5.983 0.11
H 2.060 1.065 2.662 0.07
N -1.870 1.784 -0.789 -0.04
H 0.194 1.997 -0.576 0.11
H 3.743 -5.766 1.900 0.12
O -0.671 0.233 3.412 -0.18
C 4.393 -1.925 3.028 -0.21
H -1.999 5.077 5.661 0.12
H -1.788 -0.800 4.755 0.09
C 3.203 -4.087 3.069 -0.20
H 4.930 -2.243 2.123 0.10
H -1.197 -3.130 -6.803 0.14
O 2.832 -4.481 0.647 -0.19
H 0.592 -4.641 -6.235 0.16
H -3.581 4.762 4.937 0.12
H 0.073 -4.967 -2.512 0.09
O 2.153 -2.676 -8.613 0.04
H 3.830 -4.486 3.872 0.12
C -1.947 -0.178 -2.440 -0.24
H 2.192 -4.465 3.243 0.12
H -0.673 -1.326 -5.079 0.11
H 1.842 0.778 0.928 0.08
H -1.277 -0.174 -0.419 0.12
N 3.137 -2.636 3.211 -0.05
H 0.040 3.283 2.155 0.12
H 2.644 -3.362 -1.025 0.02
O -2.657 -1.881 -5.235 -0.02
H -0.204 1.004 1.623 0.07
H -0.897 4.241 -0.244 0.12
H 2.512 -1.808 -8.373 0.11
C 1.388 -2.792 -6.428 -0.24
H 2.461 -2.276 2.552 0.07
H -0.610 2.746 4.944 0.07
H -1.267 -2.461 -3.855 0.06
C -0.625 3.857 -1.232 -0.21
H 5.044 -2.119 3.886 0.13
C -2.618 4.309 5.187 -0.22
C -2.045 3.197 7.224 -0.11
C -1.985 3.814 3.905 -0.21
H -3.483 1.441 -4.819 0.10
H -0.986 0.071 -2.913 0.10
O -3.012 0.169 -3.307 -0.20
H -3.401 2.217 -3.242 0.08
C 4.167 -0.434 2.915 -0.20
N 0.501 -3.762 -5.717 -0.21
H 3.617 -0.053 3.780 0.13
C -2.932 1.467 -3.881 -0.07
H -2.646 3.036 3.497 0.11
H -2.492 5.642 -0.931 0.09
H -1.897 1.753 -4.085 0.09
H 5.141 0.059 2.893 0.12
H -2.632 2.274 -1.239 0.08
H 1.481 -0.513 2.087 0.08
C -1.625 0.236 4.459 -0.09
H -3.131 5.505 -2.577 0.09
H -3.142 -1.625 -4.440 0.09
H -2.497 2.503 7.931 0.09
C -1.327 -2.185 -4.905 -0.32
H -3.410 4.197 -1.418 0.08
O 3.499 -0.090 1.704 -0.18
C -0.603 2.343 -1.242 -0.21
C 2.156 0.322 1.867 -0.12
C -2.687 4.950 -1.753 -0.10
C -2.030 0.354 -1.015 -0.19
H 4.025 -2.901 -0.012 0.09
H 2.421 -3.132 -6.298 0.14
O -1.488 4.371 -2.234 -0.19
H -1.265 0.779 5.337 0.07
P 1.235 -4.138 -4.057 0.68
C 2.984 -3.234 0.003 -0.11
H -2.579 0.662 4.136 0.09
H -1.964 4.177 7.700 0.09
H -0.345 2.034 -2.264 0.10
N -0.627 3.335 4.123 -0.04
O -2.885 3.245 6.087 -0.19
H -1.983 -1.269 -2.359 0.11
C -0.047 2.598 3.007 -0.19
H -1.038 2.836 6.986 0.08
H -3.005 0.071 -0.612 0.13
C -0.971 -3.381 -5.766 -0.10
Cl 1.295 -2.267 -3.240 0.40
H -1.774 1.511 2.210 0.11
O 1.012 -2.857 -7.771 -0.10
H -1.581 -4.245 -5.523 0.14
C 3.696 -4.685 1.756 -0.22
H 0.971 2.325 3.298 0.10
O -0.110 -4.739 -3.439 -0.29
H 4.712 -4.361 1.500 0.11
C -0.739 1.329 2.522 -0.24
```

***

7 unconnected molecules or ions with the total composition C21H55NO7 in a non-equilibrium geometry, computed with ωB97M-V/def2-TZVPD.

Summary:
**<S²>**: 0.750
**Charge**: -1
**Strongest force on any atom**: 0.054 Eh/bohr
**Energy relative to the best compared isomer or geometry (same formula, charge and spin)**: 0.000 eV
**Frontier orbital gap (alpha / beta)**: 0.0616 / 0.3186 hartree
**LUMO level (alpha / beta)**: 0.0918 / 0.0904 hartree
**Multiplicity**: 2

```
84
Properties=species:S:1:pos:R:3:lowdin_charge:R:1
H -5.501 0.495 2.584 0.10
C 1.536 0.941 -6.259 -0.28
H -1.393 -3.543 -6.270 0.06
H 2.429 0.682 -6.827 0.09
C -4.465 0.825 2.660 -0.34
C 0.370 -1.234 2.831 -0.05
H 3.266 -2.183 -1.164 0.06
H -3.748 2.501 -4.276 0.10
H -1.910 -1.255 -5.462 0.10
H 2.514 0.128 -0.856 0.08
H 0.303 1.350 1.781 0.06
O -0.235 0.994 -3.242 -0.10
O 1.698 0.241 -4.994 -0.18
H 4.290 0.225 6.307 0.07
C 3.913 -1.388 -1.534 -0.16
H 0.614 0.594 -6.728 0.09
O -3.936 0.400 3.861 -0.08
H -2.654 0.601 1.473 0.05
H 1.751 0.865 6.586 0.11
H -3.066 -3.520 -6.652 0.06
H 0.287 2.152 3.274 0.08
H -3.609 -0.936 1.669 0.08
C 1.486 2.498 -5.890 -0.11
H 3.644 -1.231 -2.579 0.05
H 2.458 2.818 -5.514 0.05
N 1.989 0.339 3.887 -0.10
O 4.524 0.811 -0.866 -0.17
H -1.362 1.177 -0.935 0.05
C -3.863 0.901 -2.841 -0.09
H -4.489 2.957 -2.774 0.10
C -0.002 1.205 2.817 -0.05
H 3.642 -2.085 5.710 0.07
H 3.863 1.497 5.337 0.07
C 4.038 0.423 5.265 -0.06
C -2.374 -3.397 -5.819 -0.11
H 2.204 -0.672 7.160 0.11
H -3.816 -0.539 3.705 0.07
H -4.120 -1.380 -5.676 0.07
H 0.319 -1.779 6.010 0.09
C 1.810 -0.177 6.272 -0.14
H -0.554 -1.208 2.254 0.07
H -1.094 -0.693 -2.508 0.09
C 0.338 -0.693 6.099 -0.17
H -1.084 1.182 2.688 0.06
H -4.343 1.903 2.548 0.12
C -2.451 -2.086 -5.009 -0.32
H -0.770 0.899 5.151 0.12
C 2.664 -0.301 5.002 -0.49
H -3.864 0.652 -1.780 0.06
H -1.709 2.166 -2.832 0.02
H 1.165 -1.319 2.089 0.08
H 1.425 3.088 -6.805 0.05
H -4.189 0.331 0.634 0.06
O -3.796 -1.658 -4.816 -0.11
H 0.317 -2.196 3.341 0.07
H 0.693 -0.566 -2.305 0.10
H -2.124 -2.331 -3.998 0.10
C -3.674 2.369 -3.196 -0.31
H 3.084 1.232 2.606 0.08
H -2.584 -4.279 -5.215 0.06
O -2.440 2.744 -2.600 -0.10
C -3.642 0.148 1.559 -0.09
H -1.208 -0.579 4.618 0.11
H 2.587 0.359 -4.653 0.07
C 3.517 -0.233 -0.630 -0.33
H -4.793 0.619 -3.335 0.07
H -0.835 -0.185 -0.083 0.06
C -0.256 -0.030 -2.294 -0.31
C -0.505 0.507 -0.857 -0.08
H 0.369 1.053 -0.502 0.05
H -0.316 -0.456 6.938 0.10
H 3.661 -1.987 3.971 0.07
O 2.838 0.314 2.743 -0.06
H 4.962 -1.650 -1.397 0.07
H 2.152 -2.469 4.920 0.06
H 3.639 -0.568 0.400 0.09
C 3.030 -1.828 4.846 -0.04
C 0.585 0.040 3.620 -0.50
H -3.121 0.279 -3.340 0.05
H 0.402 0.776 -3.927 0.02
H 0.664 2.682 -5.199 0.06
H 4.285 1.501 -0.243 0.03
C -0.296 -0.045 4.882 -0.15
H 4.861 0.216 4.582 0.07
```

***

A molecular structure, C21H56BrO23S7V in a non-equilibrium geometry, computed with ωB97M-V/def2-TZVPD.

Summary:
**Strongest force on any atom**: 0.137 Eh/bohr
**Energy relative to the best compared isomer or geometry (same formula, charge and spin)**: 4.245 eV
**Frontier orbital gap**: 0.3289 hartree
**LUMO level**: -0.0123 hartree
**Multiplicity**: 1

```
109
Properties=species:S:1:pos:R:3:lowdin_charge:R:1
C 1.996 1.679 2.553 -0.08
H 0.001 -4.285 -0.343 0.06
H -4.222 0.861 0.253 0.05
H -2.013 2.374 -3.348 0.07
H 1.960 2.763 2.670 0.07
O 5.746 -3.711 -1.279 -0.25
O 1.479 -2.114 0.647 -0.35
H -0.358 -3.756 6.182 0.09
C 4.192 2.506 -2.791 -0.07
C -3.119 4.465 2.812 -0.06
H -5.940 0.362 0.416 0.06
H 7.233 -4.950 -3.206 0.08
H 6.984 1.816 1.677 0.09
C 6.377 -4.321 -3.448 -0.07
H -2.114 4.872 2.709 0.08
C -0.350 -4.592 0.643 -0.06
H 5.034 2.056 -2.266 0.06
C -0.186 -2.685 6.285 -0.10
H -1.754 -3.859 2.229 0.11
H -1.821 -2.539 5.116 0.11
H -0.506 -5.670 0.675 0.08
H -2.832 -0.317 3.817 0.06
C -1.478 -3.683 1.189 -0.36
H 5.133 -1.573 -3.379 0.09
O 3.734 -2.137 -0.997 -0.38
H -5.744 -2.351 0.334 0.07
O -2.491 -3.980 0.386 -0.26
O 2.602 1.096 -4.588 -0.26
C -1.496 -2.052 6.035 -0.31
S -5.798 2.776 0.345 0.72
H 1.094 1.155 2.236 0.01
H -2.994 3.488 -4.287 0.09
O 2.876 2.645 0.133 -0.30
H 2.155 3.840 -4.374 0.12
S 3.214 1.582 1.092 0.71
C -3.006 2.815 -3.430 -0.07
H 6.788 -1.545 -2.515 0.06
C -4.399 -1.388 -4.417 -0.09
C -2.209 0.578 3.816 -0.11
C -5.164 1.041 0.769 -0.09
H -3.201 4.277 0.657 0.12
S -4.173 -4.100 0.858 0.75
H -4.830 0.889 1.795 0.06
H 6.675 -3.291 -3.647 0.05
C 5.230 -4.420 -2.440 -0.23
H 0.917 4.889 -2.452 0.08
C 5.730 -1.282 -2.515 -0.09
S 5.237 -2.161 -0.973 0.76
O -1.301 -0.638 5.971 -0.26
C -4.655 -2.338 0.374 -0.09
C 1.260 3.436 -3.900 -0.30
H 4.841 1.147 3.796 0.13
C -3.631 3.763 1.517 -0.28
V 1.589 -1.341 -0.770 0.60
H 3.792 3.354 -2.234 0.06
H 4.504 2.959 -3.732 0.06
H 0.142 5.254 -3.974 0.08
H 5.190 0.215 2.174 0.10
O -5.748 -1.001 -2.062 -0.31
H 2.385 1.198 3.450 0.06
O 4.556 2.059 1.935 -0.28
S 2.736 1.393 -3.192 0.69
H 4.299 -4.085 -2.897 0.12
O -4.209 -4.422 2.299 -0.33
C 5.244 1.117 2.784 -0.25
H -2.200 -2.360 6.808 0.13
O -5.318 3.213 -0.997 -0.31
O 5.994 -1.619 0.165 -0.27
H 0.638 -2.354 5.653 0.07
H 0.106 -2.541 7.325 0.08
H -4.073 -0.869 -5.318 0.06
H -2.109 0.774 2.748 0.04
H -5.007 2.505 -3.828 0.12
Br -0.395 0.333 -0.285 0.04
H -0.605 4.000 -2.855 0.06
O 1.238 -2.434 -1.897 -0.36
H -4.106 1.603 -4.782 0.11
H 4.971 -5.448 -2.187 0.13
H -1.143 -2.650 1.280 0.09
H 0.492 -4.561 1.334 0.07
H -2.684 1.392 4.362 0.07
H 5.804 -0.238 -2.210 0.06
O 1.468 2.453 -2.925 -0.28
C 6.687 1.426 2.650 -0.08
C -4.123 1.875 -3.727 -0.37
H -3.043 2.847 1.567 0.09
H -4.972 -2.297 -4.601 0.07
O 2.656 0.376 -2.172 -0.36
O 0.178 1.208 4.867 -0.31
H 0.764 2.866 -4.685 0.11
H -3.259 3.456 -2.585 0.07
O -0.028 -1.069 3.727 -0.30
H -3.502 -1.737 -3.904 0.07
C 0.303 4.461 -3.243 -0.03
H 5.942 -4.785 -4.333 0.08
H -4.205 -2.213 -0.611 0.06
O -4.828 -5.071 -0.019 -0.30
O -4.349 0.809 -2.896 -0.25
H -4.311 -1.703 1.190 0.05
O 3.374 0.177 0.672 -0.36
S -0.623 0.023 4.515 0.72
O -7.226 2.861 0.671 -0.29
H 7.307 0.564 2.895 0.08
O -5.027 3.593 1.529 -0.26
O -6.586 0.246 -4.084 -0.28
H -3.840 5.166 3.232 0.07
H -3.182 3.841 3.703 0.06
S -5.476 -0.332 -3.335 0.70
H 7.114 2.080 3.411 0.07
```

***

A molecular structure, C21H56FO7Zn in a non-equilibrium geometry, computed with ωB97M-V/def2-TZVPD.

Summary:
**<S²>**: 0.754
**Charge**: +2
**Strongest force on any atom**: 0.070 Eh/bohr
**Frontier orbital gap (alpha / beta)**: 0.2817 / 0.1401 hartree
**LUMO level (alpha / beta)**: -0.2741 / -0.4154 hartree
**Multiplicity**: 2

```
86
Properties=species:S:1:pos:R:3:lowdin_charge:R:1
O -0.318 1.264 3.165 -0.09
H -3.507 -3.513 -0.935 0.12
C -1.726 1.594 3.054 -0.43
H -1.766 -0.930 -2.319 0.04
H -2.371 0.321 4.770 0.10
H 1.262 5.810 0.910 0.10
H 5.434 0.232 -1.200 0.11
C -1.920 2.886 3.829 -0.02
H 0.530 -3.942 -0.811 0.08
H -1.966 -0.882 0.302 0.07
C -2.624 2.701 -1.101 -0.49
C 4.380 -0.026 -1.301 -0.02
H -3.166 0.660 -1.514 0.05
H -2.457 4.804 -0.989 0.07
O 2.520 0.027 0.161 -0.11
H 0.537 4.817 2.081 0.08
H -0.142 1.338 4.106 0.12
O 1.052 2.478 0.694 -0.10
H -1.484 -2.609 1.107 0.14
O 0.741 -0.860 -2.134 -0.05
H -3.165 2.689 -0.155 0.13
C 3.914 0.112 0.117 -0.46
H 1.930 -0.366 -4.359 0.08
H 2.041 -3.045 -0.417 0.08
H 2.863 4.744 -0.856 0.10
H 2.609 3.713 1.241 0.15
H -3.938 4.364 -1.784 0.09
C -2.523 0.485 3.704 -0.04
H -2.985 3.110 3.883 0.10
H -1.498 2.923 4.834 0.10
H 2.284 -0.403 -0.663 0.07
H -2.434 4.215 -2.680 0.09
H -1.493 3.700 3.243 0.08
H 3.919 -2.010 0.922 0.07
C -3.126 1.610 -2.045 -0.04
C -2.886 4.093 -1.695 -0.03
H 3.550 -4.970 0.124 0.08
C 0.111 -0.466 -3.260 -0.54
H 5.510 -1.185 0.929 0.10
O -1.264 2.484 -0.942 -0.06
H -1.133 1.561 -0.712 0.04
H 4.211 -1.020 -1.717 0.11
H 0.345 2.534 0.047 0.06
H -3.600 0.588 3.573 0.10
C 1.706 3.709 0.630 -0.46
H -4.129 1.814 -2.419 0.10
C -3.393 -3.145 1.832 0.02
H -2.492 1.523 -2.928 0.08
C -2.499 -3.547 -0.521 0.07
H -2.321 -4.585 -0.239 0.12
H 4.208 -0.732 2.022 0.08
H -2.264 -0.469 3.243 0.05
H 0.771 -5.040 1.487 0.13
H 0.593 -2.636 0.329 0.04
H -1.708 -3.210 -1.191 0.08
H 1.107 -1.889 -4.637 0.09
F -0.444 0.032 0.208 -0.40
C 1.626 -4.545 1.026 -0.45
H -1.974 1.787 2.010 0.13
C 4.430 -1.051 1.003 -0.01
H 0.006 0.619 -3.276 0.14
H 1.349 4.206 -1.466 0.09
H 2.021 -2.894 1.970 0.05
H -0.084 4.934 0.387 0.08
C -1.277 -1.078 -3.281 -0.04
H 2.990 -6.311 1.064 0.09
C 2.175 3.899 -0.824 -0.02
H 3.876 0.728 -1.905 0.09
C 2.651 -5.530 0.384 -0.02
H -3.164 -2.691 2.796 0.09
H 4.107 1.119 0.486 0.15
H -3.157 -4.189 2.035 0.11
O -2.809 -1.329 0.407 0.24
H -1.206 -2.100 -3.655 0.09
C 0.796 4.832 1.022 -0.03
C -2.503 -2.615 0.719 -0.41
H -4.435 -3.092 1.516 0.12
O 2.324 -3.805 1.998 -0.05
H 0.628 -0.335 -5.405 0.09
H 0.164 -0.719 -1.380 0.03
C 0.948 -0.821 -4.483 -0.03
C 1.141 -3.512 -0.017 -0.06
Zn 1.008 0.521 1.586 1.02
H -1.967 -0.535 -3.926 0.09
H 2.326 -5.952 -0.567 0.08
H 2.627 3.001 -1.246 0.08
```